1.
Density functional theory data (wB97M-V/def2-TZVPD) for one molecule with the formula C25H27N3O4 in a non-equilibrium geometry.

XYZ file:
```
59
Properties=species:S:1:pos:R:3:lowdin_charge:R:1
C -1.315 -3.035 6.117 -0.050
C -1.936 -3.422 4.809 -0.246
C -1.673 -4.663 4.245 -0.040
C -2.231 -5.040 3.041 -0.007
C -3.079 -4.165 2.370 -0.265
O -3.573 -4.611 1.165 -0.061
C -4.530 -3.819 0.505 -0.100
C -3.985 -2.494 -0.051 -0.472
O -4.721 -1.555 -0.272 0.069
N -2.652 -2.539 -0.263 0.144
C -1.785 -1.516 -0.669 -0.222
C -0.418 -1.768 -0.652 -0.023
C 0.488 -0.795 -1.020 -0.025
C 0.055 0.472 -1.427 -0.231
N 0.939 1.455 -1.816 -0.101
C 0.604 2.858 -1.681 -0.135
C 1.815 3.644 -1.192 -0.114
N 2.891 3.544 -2.157 -0.033
C 3.623 4.655 -2.415 -0.394
O 3.461 5.684 -1.774 0.062
C 4.636 4.625 -3.483 -0.172
C 5.567 5.604 -3.731 0.011
C 6.290 5.188 -4.867 -0.047
C 5.747 3.993 -5.236 -0.103
O 4.752 3.643 -4.410 0.023
C 3.005 2.266 -2.826 -0.124
C 2.342 1.170 -1.994 -0.152
C -1.326 0.705 -1.460 -0.015
C -2.230 -0.265 -1.084 -0.004
C -3.350 -2.922 2.922 0.029
C -2.785 -2.544 4.133 -0.223
C -3.091 -1.191 4.699 -0.039
H -0.699 -2.144 6.001 0.082
H -0.692 -3.839 6.499 0.074
H -2.084 -2.811 6.856 0.082
H -1.017 -5.351 4.759 0.110
H -2.025 -6.005 2.605 0.116
H -5.392 -3.600 1.147 0.140
H -4.877 -4.426 -0.338 0.142
H -2.196 -3.409 -0.015 0.144
H -0.056 -2.736 -0.332 0.113
H 1.539 -1.027 -0.970 0.097
H 0.269 3.271 -2.643 0.133
H -0.205 2.975 -0.956 0.123
H 2.141 3.261 -0.217 0.138
H 1.574 4.703 -1.076 0.126
H 5.697 6.498 -3.158 0.120
H 7.097 5.703 -5.345 0.103
H 5.974 3.320 -6.039 0.124
H 4.058 2.011 -2.966 0.128
H 2.529 2.307 -3.814 0.137
H 2.445 0.225 -2.534 0.127
H 2.871 1.075 -1.032 0.132
H -1.705 1.654 -1.803 0.105
H -3.287 -0.060 -1.113 0.102
H -3.998 -2.222 2.416 0.113
H -3.569 -1.282 5.674 0.085
H -3.752 -0.636 4.038 0.079
H -2.174 -0.617 4.833 0.085
```

Its total energy is -39023.657 eV. Its SMILES is Cc1ccc(OCC(=O)Nc2ccc(N3CCN(C(=O)c4ccco4)CC3)cc2)cc1C. The value obtained for the gap between HOMO and LUMO is 7.99 eV. The energy above the lowest of the compared OMol25 structures with the same formula, charge and spin comes out at 176.9 kJ/mol.

2.
Density functional theory data (wB97M-V/def2-TZVPD) for one molecule with the formula C25H27N3O7.

XYZ file:
```
62
Properties=species:S:1:pos:R:3:lowdin_charge:R:1
C -8.934 -0.915 0.703 -0.062
C -7.944 -0.860 -0.452 -0.207
O -6.825 -1.721 -0.233 0.005
C -5.850 -1.269 0.544 -0.518
O -5.871 -0.212 1.125 0.106
C -4.717 -2.274 0.629 -0.068
C -3.377 -1.594 0.891 -0.110
C -2.819 -0.889 -0.362 -0.197
N -1.540 -0.291 -0.072 0.111
C -0.403 -0.654 -0.724 -0.439
O -0.379 -1.563 -1.532 0.070
C 0.799 0.142 -0.367 -0.147
C 1.805 0.278 -1.320 -0.004
C 2.947 1.006 -1.061 -0.004
C 3.125 1.609 0.185 -0.249
N 4.218 2.401 0.494 0.038
C 5.429 2.370 -0.258 -0.125
N 6.122 1.087 -0.173 0.065
C 6.499 0.513 1.034 -0.349
O 6.335 1.023 2.114 0.128
C 7.107 -0.790 0.677 -0.074
C 7.663 -1.771 1.470 0.010
C 8.163 -2.906 0.838 -0.059
C 8.102 -3.045 -0.540 -0.058
C 7.540 -2.055 -1.340 0.012
C 7.046 -0.931 -0.713 -0.073
C 6.401 0.280 -1.272 -0.357
O 6.152 0.569 -2.413 0.125
C 2.130 1.446 1.154 -0.019
C 0.983 0.733 0.882 -0.032
C -3.825 0.158 -0.831 -0.454
O -4.694 -0.051 -1.638 0.134
O -3.629 1.317 -0.215 0.004
C -4.575 2.361 -0.463 -0.208
C -3.922 3.692 -0.142 -0.060
H -9.796 -0.295 0.473 0.077
H -9.265 -1.937 0.866 0.077
H -8.466 -0.545 1.612 0.073
H -7.575 0.160 -0.594 0.120
H -8.396 -1.220 -1.378 0.126
H -4.953 -2.950 1.455 0.133
H -4.699 -2.854 -0.293 0.132
H -3.505 -0.852 1.683 0.125
H -2.642 -2.331 1.214 0.125
H -2.664 -1.618 -1.165 0.162
H -1.555 0.543 0.491 0.133
H 1.671 -0.202 -2.278 0.122
H 3.697 1.091 -1.831 0.096
H 4.360 2.525 1.487 0.125
H 5.237 2.548 -1.321 0.132
H 6.093 3.150 0.129 0.143
H 7.707 -1.657 2.542 0.122
H 8.605 -3.692 1.432 0.107
H 8.497 -3.938 -1.001 0.107
H 7.488 -2.157 -2.412 0.123
H 2.272 1.887 2.130 0.112
H 0.247 0.607 1.663 0.112
H -5.443 2.177 0.178 0.123
H -4.890 2.308 -1.511 0.127
H -4.632 4.496 -0.314 0.077
H -3.608 3.714 0.898 0.077
H -3.051 3.848 -0.773 0.079
```

Its total energy is -45168.940 eV. Its SMILES is CCOC(=O)CC[C@H](NC(=O)c1ccc(NCN2C(=O)c3ccccc3C2=O)cc1)C(=O)OCC. The value obtained for the gap between HOMO and LUMO is 7.66 eV. The energy above the lowest of the compared OMol25 structures with the same formula, charge and spin comes out at 27.1 kJ/mol.

3.
Density functional theory data (wB97M-V/def2-TZVPD) for C25H27N3RhSSi as an isolated structure.

XYZ file:
```
58
Properties=species:S:1:pos:R:3:lowdin_charge:R:1
Rh 0.067 1.165 0.259 0.897
C -0.416 -0.170 4.303 -0.006
C 0.516 -1.189 4.383 -0.014
C 1.304 -1.473 3.280 0.024
C 1.137 -0.736 2.122 -0.172
N 0.199 0.228 2.048 -0.006
C -0.551 0.518 3.111 -0.080
C 1.937 -0.908 0.897 -0.193
C 2.961 -1.826 0.755 0.014
C 3.624 -1.925 -0.459 -0.011
C 3.232 -1.110 -1.507 -0.008
C 2.205 -0.207 -1.302 -0.097
N 1.591 -0.097 -0.125 0.006
H -1.039 0.095 5.144 0.125
H 0.639 -1.753 5.298 0.125
H 2.045 -2.257 3.324 0.119
H -1.268 1.317 2.989 0.105
H 3.234 -2.464 1.582 0.120
H 4.426 -2.639 -0.584 0.125
H 3.705 -1.165 -2.477 0.126
H 1.843 0.433 -2.094 0.092
C -0.576 -3.039 -0.524 -0.156
Si -1.327 -1.590 -1.454 0.396
C -3.099 -1.985 -1.884 -0.161
C -0.316 -1.314 -3.010 -0.160
N -1.335 -0.116 -0.545 -0.152
C -2.255 0.290 0.380 -0.408
C -2.423 1.687 0.554 -0.095
C -3.159 2.202 1.634 -0.081
C -3.770 1.346 2.520 -0.089
C -3.652 -0.044 2.332 -0.066
C -2.898 -0.567 1.313 -0.038
H -0.417 -3.890 -1.190 0.040
H -1.222 -3.377 0.290 0.028
H 0.395 -2.778 -0.093 0.004
H -3.136 -2.794 -2.617 0.039
H -3.601 -1.116 -2.317 0.042
H -3.672 -2.306 -1.013 0.028
H -0.840 -1.746 -3.866 0.038
H 0.666 -1.789 -2.960 0.021
H -0.180 -0.250 -3.217 0.013
H -2.189 2.339 -0.270 0.090
H -3.285 3.272 1.732 0.118
H -4.366 1.734 3.336 0.111
H -4.151 -0.717 3.020 0.116
H -2.776 -1.635 1.212 0.103
S 1.149 3.146 0.983 0.636
C 1.563 3.052 -0.704 -0.724
C 2.902 2.996 -1.153 -0.113
C 3.179 2.816 -2.486 -0.066
C 2.149 2.610 -3.424 -0.084
C 0.843 2.647 -3.011 -0.087
C 0.533 2.892 -1.654 -0.173
H 3.696 3.129 -0.430 0.109
H 4.209 2.822 -2.821 0.115
H 2.390 2.456 -4.467 0.113
H 0.037 2.545 -3.726 0.117
H -0.457 3.235 -1.412 0.087
```

Its total energy is -52550.965 eV. The value obtained for the gap between HOMO and LUMO is 6.68 eV. The net charge is +1. The energy above the lowest of the compared OMol25 structures with the same formula, charge and spin comes out at 46.3 kJ/mol.

4.
Density functional theory data (wB97M-V/def2-TZVPD) for C25H27N5OPt as an isolated structure in a non-equilibrium geometry.

XYZ file:
```
59
Properties=species:S:1:pos:R:3:lowdin_charge:R:1
Pt -0.137 0.057 -0.287 1.593
C 2.326 -1.363 0.805 -0.134
C 3.089 -1.074 -0.468 -0.076
C 2.920 0.317 -0.979 -0.233
C 3.962 0.942 -1.652 0.057
C 3.804 2.231 -2.133 0.051
C 2.598 2.898 -1.938 0.024
C 1.595 2.236 -1.269 -0.088
N 1.760 0.973 -0.805 -0.016
N 0.914 -1.738 0.606 -0.193
C 0.256 -2.031 1.889 -0.085
C -1.219 -1.943 1.731 -0.255
C -2.102 -2.729 2.446 0.061
C -3.469 -2.504 2.307 0.053
C -3.921 -1.515 1.442 0.033
C -2.985 -0.779 0.739 -0.061
N -1.670 -1.001 0.891 -0.006
C 0.720 -2.874 -0.332 -0.062
C 0.353 -2.454 -1.710 -0.232
C 0.287 -3.376 -2.738 0.062
C -0.046 -2.951 -4.018 0.064
C -0.281 -1.596 -4.247 0.035
C -0.234 -0.728 -3.180 -0.068
N 0.061 -1.165 -1.941 -0.037
H 2.833 -2.188 1.318 0.167
H 2.360 -0.506 1.477 0.138
H 4.145 -1.236 -0.256 0.157
H 2.836 -1.773 -1.272 0.137
H 4.891 0.403 -1.792 0.152
H 4.615 2.723 -2.653 0.151
H 2.437 3.909 -2.288 0.143
H 0.646 2.722 -1.095 0.103
H 0.545 -3.024 2.243 0.172
H 0.591 -1.320 2.647 0.150
H -1.727 -3.501 3.106 0.152
H -4.180 -3.089 2.876 0.152
H -4.974 -1.303 1.314 0.146
H -3.298 -0.005 0.052 0.114
H 1.629 -3.480 -0.361 0.169
H -0.073 -3.523 0.041 0.160
H 0.493 -4.420 -2.532 0.158
H -0.121 -3.664 -4.830 0.155
H -0.511 -1.223 -5.237 0.149
H -0.421 0.330 -3.313 0.122
O 0.044 1.293 1.544 -0.141
C -0.646 2.552 1.653 -0.080
C -1.401 2.755 0.384 -0.243
C -2.038 3.952 0.097 0.061
C -2.764 4.067 -1.078 0.057
C -2.845 2.989 -1.961 0.032
C -2.184 1.829 -1.629 -0.101
N -1.474 1.726 -0.479 -0.066
H 0.535 1.109 2.359 0.146
H 0.059 3.367 1.821 0.164
H -1.340 2.538 2.495 0.166
H -1.963 4.775 0.798 0.158
H -3.282 4.990 -1.309 0.152
H -3.406 3.042 -2.884 0.146
H -2.229 0.962 -2.274 0.112
```

Its total energy is -39066.668 eV. The value obtained for the gap between HOMO and LUMO is 6.72 eV. The net charge is +4. The energy above the lowest of the compared OMol25 structures with the same formula, charge and spin comes out at 68.9 kJ/mol.

5.
Density functional theory data (wB97M-V/def2-TZVPD) for C25H27NO6 as an isolated structure in a non-equilibrium geometry.

XYZ file:
```
59
Properties=species:S:1:pos:R:3:lowdin_charge:R:1
C -3.141 -0.978 3.127 -0.025
C -1.961 -1.254 2.257 0.004
C -1.529 -2.515 1.868 0.007
C -0.383 -2.759 1.288 -0.652
O -0.214 -3.747 0.907 0.273
O 0.511 -1.683 1.217 0.139
C 0.199 -0.446 1.591 -0.129
C 1.155 0.625 0.915 0.001
C 0.889 1.980 1.125 -0.097
C -0.430 2.235 1.650 -0.002
C -1.118 1.346 1.957 -0.135
C -0.944 0.081 1.866 -0.041
O -2.779 1.810 2.403 -0.016
C -3.297 2.196 1.302 -0.315
C -3.517 1.226 0.194 -0.523
O -4.277 0.264 0.424 0.030
N -2.535 1.106 -0.491 0.133
C -1.785 0.042 -1.108 -0.125
C -2.256 -1.275 -1.288 -0.029
C -1.446 -2.340 -1.545 -0.076
C -0.313 -1.993 -2.227 -0.216
C 0.355 -0.793 -2.201 -0.106
C -0.435 0.247 -1.846 -0.014
H -0.036 1.225 -1.774 0.078
H 1.189 -0.452 -3.040 0.192
C 0.499 -3.311 -2.752 -0.155
H 0.271 -4.076 -1.893 0.157
H 1.676 -2.983 -2.911 0.182
C 0.037 -3.727 -3.924 -0.384
O 0.157 -2.817 -5.012 -0.071
H -0.194 -1.919 -4.873 0.086
H 0.509 -4.486 -4.452 0.110
H -1.029 -4.038 -4.003 0.144
H -2.033 -3.256 -1.457 0.143
H -3.291 -1.379 -0.621 0.170
H -1.642 1.923 -0.666 0.264
H -4.430 2.501 1.637 0.200
H -2.860 3.007 1.095 0.044
H -0.548 3.312 1.734 0.173
O 1.911 2.906 0.909 0.014
C 3.048 2.379 0.630 -0.624
C 4.065 2.300 2.025 0.078
H 3.912 3.342 2.467 0.097
H 3.289 1.630 2.573 0.113
H 4.942 2.147 1.584 0.014
C 3.515 3.630 -0.305 -0.010
H 4.573 3.506 -0.432 0.066
H 2.924 3.752 -1.146 0.050
H 3.547 4.683 0.218 0.119
C 3.228 1.349 -0.280 -0.172
C 2.483 0.108 0.300 -0.113
H 3.149 -0.285 1.067 0.109
H 2.219 -0.801 -0.525 0.168
H 2.489 1.379 -1.191 0.163
H 4.080 0.890 -0.575 0.103
H -2.021 -3.412 2.352 0.172
H -3.078 -0.053 3.847 0.140
H -3.881 -0.511 2.493 0.067
H -3.416 -1.842 3.517 0.026
```

Its total energy is -40119.440 eV. The value obtained for the gap between HOMO and LUMO is 8.73 eV. The energy above the lowest of the compared OMol25 structures with the same formula, charge and spin comes out at 1965.8 kJ/mol.

6.
Density functional theory data (wB97M-V/def2-TZVPD) for C25H28AlF4NOP as an isolated structure.

XYZ file:
```
61
Properties=species:S:1:pos:R:3:lowdin_charge:R:1
C 4.217 -0.545 -1.542 -0.415
P 2.829 -1.562 -0.840 0.631
O 3.313 -3.201 -1.065 -0.487
Al 0.892 -1.305 -2.234 -0.024
N -0.253 -0.121 -1.280 -0.171
H 5.140 -0.763 -1.012 0.009
H 4.341 -0.673 -2.613 0.013
H 3.967 0.489 -1.339 -0.010
H 4.200 -3.246 -1.448 0.014
H 0.192 -2.761 -2.280 -0.143
H 1.251 -0.778 -3.714 -0.150
H -0.305 -0.485 -0.333 -0.048
H 0.141 0.812 -1.227 -0.058
F 1.786 -6.332 5.575 0.030
C 2.041 -5.622 4.447 -0.299
C 0.988 -5.051 3.762 -0.028
C 1.256 -4.323 2.610 -0.068
C 2.559 -4.180 2.155 -0.078
C 3.599 -4.768 2.861 -0.080
C 3.345 -5.493 4.019 -0.035
H -0.022 -5.177 4.129 0.111
H 0.444 -3.864 2.063 0.109
H 2.759 -3.615 1.254 0.050
H 4.616 -4.662 2.508 0.102
H 4.145 -5.952 4.586 0.109
F -0.553 3.110 -0.476 0.060
C -1.572 3.117 0.401 -0.282
C -1.744 4.231 1.199 -0.027
C -2.794 4.254 2.105 -0.100
C -3.651 3.168 2.205 -0.103
C -3.456 2.057 1.395 -0.079
C -2.414 2.023 0.479 -0.002
H -1.060 5.065 1.109 0.112
H -2.943 5.122 2.733 0.097
H -4.468 3.184 2.914 0.096
H -4.119 1.209 1.478 0.074
H -2.247 1.164 -0.164 0.096
F 3.660 1.659 -3.672 0.063
C 4.685 2.518 -3.668 -0.287
C 5.108 3.066 -2.472 -0.014
C 6.173 3.953 -2.482 -0.089
C 6.797 4.287 -3.677 -0.111
C 6.353 3.729 -4.867 -0.096
C 5.293 2.835 -4.868 -0.016
H 4.606 2.799 -1.552 0.113
H 6.518 4.385 -1.552 0.101
H 7.626 4.982 -3.679 0.094
H 6.834 3.989 -5.801 0.099
H 4.935 2.383 -5.783 0.117
F -6.123 0.214 2.693 0.054
C -7.024 -0.101 1.742 -0.282
C -6.617 -0.164 0.424 -0.009
C -7.551 -0.493 -0.546 -0.076
C -8.869 -0.747 -0.193 -0.101
C -9.256 -0.675 1.138 -0.092
C -8.329 -0.353 2.118 -0.023
H -5.588 0.041 0.164 0.111
H -7.245 -0.553 -1.582 0.108
H -9.593 -1.001 -0.955 0.098
H -10.283 -0.869 1.416 0.101
H -8.607 -0.297 3.162 0.115
```

Its total energy is -56674.270 eV. The value obtained for the gap between HOMO and LUMO is 5.64 eV. The net charge is -1. The energy above the lowest of the compared OMol25 structures with the same formula, charge and spin comes out at 0.0 kJ/mol.

7.
Density functional theory data (wB97M-V/def2-TZVPD) for C25H28As2BrN2PdS as an isolated structure.

XYZ file:
```
60
Properties=species:S:1:pos:R:3:lowdin_charge:R:1
Pd 0.444 0.457 0.663 0.696
C -3.671 -2.147 3.561 -0.004
C -2.767 -0.967 3.350 -0.203
C -2.791 0.146 4.187 0.054
C -1.942 1.221 3.966 -0.027
C -1.093 1.137 2.891 -0.683
Br 0.165 2.488 2.441 0.949
N -1.048 0.092 2.062 -0.127
C -1.865 -0.946 2.294 -0.065
H -4.181 -2.082 4.519 0.099
H -3.109 -3.082 3.540 0.100
H -4.431 -2.195 2.780 0.104
H -3.474 0.173 5.028 0.148
H -1.936 2.090 4.611 0.137
H -1.783 -1.785 1.621 0.099
S 4.148 -0.974 2.585 1.159
C 2.873 -1.707 3.440 -0.342
C 1.633 -1.387 2.951 -0.167
C 1.751 -0.537 1.830 -0.335
C 3.046 -0.228 1.510 -0.548
C 3.306 0.620 0.372 -0.275
C 4.544 1.071 -0.061 0.036
C 4.625 1.870 -1.186 0.025
C 3.461 2.212 -1.872 0.002
C 2.256 1.750 -1.399 -0.103
N 2.176 0.975 -0.301 -0.068
H 3.099 -2.342 4.284 0.098
H 0.716 -1.749 3.390 0.105
H 5.433 0.797 0.493 0.135
H 5.587 2.227 -1.531 0.142
H 3.489 2.827 -2.761 0.134
H 1.331 1.973 -1.912 0.085
C -1.186 3.410 -1.239 -0.234
As -1.278 1.513 -0.906 1.126
C -3.127 1.192 -0.452 -0.233
C -0.968 0.617 -2.585 -0.421
C -1.489 1.080 -3.787 -0.059
C -1.216 0.404 -4.971 -0.008
C -0.418 -0.732 -4.965 -0.013
C 0.111 -1.207 -3.771 -0.069
C -0.170 -0.530 -2.588 -0.409
As 0.474 -1.301 -0.953 1.229
C -0.684 -2.753 -0.464 -0.203
C 2.214 -2.059 -1.222 -0.184
H -1.871 3.679 -2.042 0.053
H -0.173 3.702 -1.509 0.036
H -1.482 3.932 -0.330 0.044
H -3.762 1.601 -1.238 0.058
H -3.362 1.686 0.490 0.045
H -3.308 0.122 -0.365 0.034
H -2.107 1.969 -3.816 0.118
H -1.624 0.772 -5.903 0.134
H -0.203 -1.252 -5.889 0.134
H 0.733 -2.095 -3.784 0.115
H -0.576 -3.490 -1.264 0.071
H -1.720 -2.425 -0.434 0.044
H -0.366 -3.197 0.478 0.056
H 2.085 -2.926 -1.872 0.066
H 2.619 -2.379 -0.264 0.055
H 2.864 -1.330 -1.700 0.057
```

Its total energy is -235368.195 eV. The value obtained for the gap between HOMO and LUMO is 6.01 eV. The net charge is +3. The energy above the lowest of the compared OMol25 structures with the same formula, charge and spin comes out at 37.2 kJ/mol.